# 1
# C41H73F17O21P4S

A 5-piece molecular cluster, C41H73F17O21P4S overall (ωB97M-V/def2-TZVPD, the Open Molecules 2025 dataset).

```
157
Properties=species:S:1:pos:R:3:forces:R:3
C -3.29182 -2.83210 4.76158 -0.207 0.702 -0.988
C -2.65116 -2.49448 3.30833 -1.337 -0.589 0.583
C -3.90743 -2.11528 2.35754 -0.032 -1.406 -0.116
C -3.52243 -1.96446 0.80617 0.712 -0.357 0.315
C -3.08677 -0.45612 0.36163 -1.340 -1.627 -1.575
C -4.37576 0.12280 -0.37060 -2.929 0.106 2.409
C -5.70964 0.03160 0.70347 -1.002 3.257 -0.175
C -6.80763 1.28942 0.52892 3.588 -1.576 4.359
O -5.77936 1.10909 1.74942 0.071 -3.180 -2.922
O -2.90834 0.25382 1.63427 0.820 1.928 -1.915
S -2.41347 1.82207 1.45183 1.743 4.638 5.497
O -1.21092 2.02622 2.38232 -2.853 -3.037 -3.539
O -3.41121 2.87164 1.87353 1.246 -3.479 -2.162
C -1.88286 2.24805 -0.25893 -1.241 -0.794 -1.122
C -1.35611 1.00405 -1.16921 -0.144 1.064 -1.057
C 0.19655 1.29080 -1.43015 1.505 0.391 -0.146
C 0.83000 0.78150 -2.81122 0.402 0.474 -0.788
C 2.39338 0.40119 -2.73377 -0.698 0.588 -1.945
C 2.84702 0.14709 -4.26628 -0.230 0.184 -0.102
F 2.04268 -0.83938 -4.91393 1.243 1.937 1.217
F 2.72515 1.32755 -5.06550 0.230 -2.203 1.673
C 4.37446 -0.38394 -4.37407 -0.123 -1.374 -0.910
F 5.10575 -0.12071 -3.21199 -1.402 -0.509 -3.117
F 4.97525 0.09932 -5.54945 -0.805 -0.846 3.029
F 4.27726 -1.79965 -4.55217 0.767 3.005 0.781
C -2.07609 1.26311 -2.60907 -0.942 -0.612 -0.220
C -1.81377 2.68871 -3.26844 -1.375 0.437 -1.286
C -3.10987 3.65033 -3.29100 0.808 2.685 1.673
F -4.35749 3.26646 -3.83128 2.781 0.592 0.830
C -3.00741 4.96143 -2.75910 -1.088 -1.365 -1.029
F -4.02562 5.93217 -2.95515 2.932 -2.349 0.973
F -1.90454 5.41204 -2.00664 -2.777 -0.810 -2.028
C -1.72192 -0.45455 -0.54255 1.149 -1.087 1.397
C -1.66532 -1.65997 -1.60017 -0.639 -0.518 -0.974
C -2.93040 -1.89459 -2.54291 0.239 -1.482 -0.521
C -2.38526 -2.68463 -3.85698 0.480 0.967 1.301
O -3.44072 -3.16493 -4.70551 0.386 0.113 1.205
C -0.58662 -0.85578 0.56800 1.122 1.599 0.329
C 0.67177 -1.63942 -0.00305 -0.183 -0.853 0.007
C 1.96466 -1.63737 0.92519 -0.153 2.195 0.123
F 1.79847 -0.81950 2.09875 0.162 -1.788 -2.259
F 3.02416 -0.98790 0.20643 -1.955 -2.019 1.548
C 2.39399 -3.07342 1.50232 1.749 2.037 2.102
F 3.60264 -2.80849 2.24070 -2.320 -0.738 -1.630
F 1.46509 -3.46302 2.48456 1.530 0.226 -2.535
C 2.79392 -4.17051 0.43236 2.845 -1.581 -0.187
F 3.51141 -3.64362 -0.68466 -1.944 -0.617 2.768
F 3.74898 -5.02743 1.07311 -2.312 1.701 -1.149
C 1.66902 -5.11581 -0.16106 -1.347 -2.237 -2.840
F 2.12362 -6.45719 -0.28565 -1.001 3.405 0.648
F 0.43863 -5.15501 0.48186 2.729 0.367 -0.934
F 1.41924 -4.69680 -1.50358 0.287 -0.744 3.106
H -3.70849 -1.83940 5.15110 0.734 -1.485 -0.093
H -2.52823 -3.31293 5.45295 -1.107 0.778 -0.763
H -4.20343 -3.51848 4.61339 1.508 0.833 0.284
H -2.18122 -3.48590 2.95153 -0.481 1.718 0.171
H -1.88489 -1.65478 3.38846 -0.980 -1.178 -0.125
H -4.57854 -3.05754 2.40567 0.942 1.426 -0.127
H -4.54878 -1.28034 2.78520 1.099 -0.814 -0.604
H -2.66041 -2.71922 0.67082 -1.207 1.327 0.024
H -4.35622 -2.33386 0.10511 1.175 0.722 1.196
H -4.39017 1.23630 -0.58252 0.377 -1.423 -0.043
H -4.80881 -0.50041 -1.21227 1.213 0.856 0.730
H -6.15395 -1.05035 0.94670 0.991 2.674 -0.382
H -7.66605 1.11002 1.24746 0.146 0.629 -2.237
H -6.39152 2.31466 0.24963 -1.409 -1.611 -0.609
H -2.82628 2.69513 -0.75312 1.379 -0.775 0.983
H -1.15523 3.11257 -0.16563 -0.721 -1.331 0.363
H 0.36972 2.43526 -1.45621 -0.498 -1.797 0.147
H 0.92189 0.96874 -0.60677 -1.379 0.286 -0.803
H 0.77988 1.66789 -3.55205 0.009 -1.458 1.059
H 0.28498 -0.06311 -3.33592 0.540 0.909 0.931
H 2.62443 -0.54390 -2.14991 -0.167 1.387 -0.611
H 2.97852 1.32116 -2.40248 -0.465 -1.501 -0.042
H -1.81084 0.44108 -3.37308 -0.136 1.346 1.338
H -3.22621 1.18394 -2.53348 1.809 -0.001 0.203
H -0.98014 3.31997 -2.83906 -1.016 -0.862 -0.359
H -1.56172 2.51958 -4.37953 -0.293 0.297 1.644
H -0.75087 -1.59067 -2.30253 -1.319 0.339 1.249
H -1.52414 -2.69500 -1.10393 -0.158 1.913 -0.388
H -3.62352 -2.64148 -2.01462 0.716 1.204 -0.685
H -3.53642 -0.98824 -2.83822 0.911 -1.049 0.287
H -1.69050 -3.52010 -3.47656 -1.069 0.914 -0.593
H -1.68773 -1.94260 -4.40052 -1.326 -1.223 0.300
H -4.09893 -3.62486 -4.12829 0.669 0.414 -0.634
H -0.98382 -1.42407 1.45925 0.203 0.614 -1.220
H -0.19149 0.14285 0.99406 -0.635 -1.659 -0.404
H 0.97383 -1.26676 -1.03277 -0.218 -0.467 1.481
H 0.36429 -2.73435 -0.13001 0.474 1.462 0.075
C -1.65629 9.80737 2.81390 0.248 -0.054 -0.690
O -2.19199 8.66944 3.46416 -2.361 -2.369 1.078
P -1.31873 7.19088 3.48467 8.186 4.306 -0.617
O -0.22386 7.75968 4.37432 -1.467 -0.897 0.119
O -0.90266 7.37533 1.89429 -0.884 -0.645 -0.018
C -1.91749 7.25960 0.90352 0.099 0.100 -0.252
O -0.59286 5.63357 3.49314 -3.369 0.518 0.557
C -1.17342 4.62305 2.66739 0.262 0.001 0.253
H -1.84968 10.68079 3.44028 -0.120 -0.248 0.161
H -0.57980 9.72489 2.64479 -0.158 -0.080 0.097
H -2.17248 9.94923 1.86211 0.114 0.104 -0.075
H -1.90178 8.15467 0.27876 -0.064 -0.014 0.017
H -2.90850 7.15003 1.34770 -0.078 0.059 -0.133
H -1.70694 6.39535 0.27156 -0.082 0.019 0.070
H -0.78173 4.70830 1.64926 -0.029 0.085 -0.051
H -2.25982 4.70169 2.66089 0.118 -0.244 -0.093
H -0.89194 3.64565 3.05582 -0.065 0.866 0.151
C -6.18541 -7.37785 -5.00993 -0.740 -0.420 -0.050
O -5.98361 -6.11515 -5.62088 0.840 2.442 -2.527
P -7.05285 -4.81399 -5.29497 -1.899 -3.921 8.291
O -6.58121 -4.72872 -3.85049 0.520 0.981 -1.257
O -8.36114 -5.81914 -5.39771 0.098 0.654 -1.012
C -8.73314 -6.33500 -6.67243 -0.216 -0.269 -0.041
O -8.10551 -3.47801 -5.04991 1.848 0.179 -2.799
C -8.97613 -3.11662 -6.11666 -0.476 0.202 -0.116
H -5.21251 -7.76642 -4.70190 0.074 0.310 -0.160
H -6.83675 -7.32025 -4.13440 0.105 0.114 -0.139
H -6.60984 -8.06474 -5.74458 -0.048 -0.117 0.118
H -8.79209 -7.42260 -6.60672 0.041 0.039 -0.042
H -8.01466 -6.06131 -7.44700 -0.027 -0.138 -0.082
H -9.71973 -5.95265 -6.94230 0.085 0.009 -0.033
H -9.87973 -3.72891 -6.07996 0.056 -0.049 -0.071
H -8.48304 -3.23271 -7.08325 -0.223 0.149 -0.064
H -9.26898 -2.07327 -5.98984 0.152 -0.065 0.005
C 7.57269 3.60083 -0.60293 -0.126 0.511 0.550
O 7.43718 2.20793 -0.38628 0.799 -3.427 0.785
P 6.02317 1.58056 0.35711 -5.098 7.268 -2.800
O 5.14034 1.95524 -0.82573 0.730 -1.374 0.511
O 6.01771 2.80603 1.46580 0.459 -0.934 0.342
C 7.04150 2.84021 2.45689 0.110 0.268 0.223
O 4.70763 0.83871 1.17152 2.999 -1.574 -0.373
C 4.93920 0.36366 2.49491 -0.148 -0.225 0.535
H 8.00866 3.75113 -1.59292 -0.030 -0.326 0.030
H 6.61635 4.12729 -0.55398 0.093 -0.178 -0.002
H 8.26110 4.01077 0.13877 -0.054 0.154 -0.012
H 7.52505 3.81868 2.42742 0.012 -0.028 -0.034
H 7.79121 2.06459 2.29398 0.069 0.058 0.143
H 6.59308 2.70724 3.44313 0.088 -0.107 -0.072
H 4.81441 1.18147 3.20779 0.127 -0.006 -0.024
H 5.93553 -0.06460 2.58726 -0.217 -0.003 0.282
H 4.19843 -0.40269 2.72620 0.084 0.061 -0.149
C 7.40339 -2.87460 5.59770 0.706 -0.437 -0.196
O 7.33185 -1.58634 6.18478 -0.217 2.755 2.456
P 8.20700 -0.27591 5.50797 -0.169 -4.323 -8.245
O 7.35606 -0.25820 4.24791 0.222 0.922 1.528
O 9.52917 -1.24135 5.27904 0.154 0.692 0.927
C 10.25378 -1.69636 6.41812 0.239 -0.262 -0.017
O 9.11744 1.08033 4.97211 -1.240 0.165 3.100
C 10.22541 1.48991 5.76684 0.511 0.228 -0.002
H 6.40025 -3.30601 5.60030 -0.037 0.324 0.149
H 7.77382 -2.84664 4.57005 -0.069 0.112 0.160
H 8.04890 -3.50857 6.20852 0.017 -0.105 -0.120
H 10.33187 -2.78375 6.37231 -0.027 0.042 0.050
H 9.76481 -1.41129 7.35124 0.053 -0.134 0.075
H 11.26203 -1.27773 6.39505 -0.074 0.002 0.055
H 11.10631 0.89993 5.50497 -0.044 -0.043 0.079
H 10.00625 1.38529 6.83077 0.226 0.155 -0.006
H 10.44258 2.53689 5.54972 -0.149 -0.071 0.036
```
Forces are in eV/Å.

The HOMO energy is -8.909 eV. The frontier orbital gap comes out at 5.83 eV. The charge is 0.

Atomic partial charges in e from the Löwdin method, atoms 1 to 5: atom 1 (C): -0.128, atom 2 (C): -0.241, atom 3 (C): -0.199, atom 4 (C): -0.108, atom 5 (C): -0.350

***

# 2
# C4H13NO2

A 2-piece molecular cluster, C4H13NO2 overall (ωB97M-V/def2-TZVPD, the Open Molecules 2025 dataset).

```
20
Properties=species:S:1:pos:R:3:forces:R:3
C 0.33360 -0.64578 1.03354 -0.314 0.143 0.682
N -0.86723 -0.68719 0.23333 -0.476 -0.285 -0.603
C -1.17023 -2.00852 -0.30721 -0.186 0.521 0.020
C -1.00989 0.37611 -0.73756 0.125 0.559 0.312
C -0.92546 1.76775 -0.07236 0.413 -0.469 -1.163
O 0.35310 2.38838 -0.04371 0.302 -0.472 0.552
H 0.15220 -0.03177 1.92157 0.167 0.195 -0.012
H 0.53634 -1.63514 1.43859 0.145 -0.107 -0.152
H 1.23399 -0.24484 0.55107 -0.305 -0.294 -0.039
H -0.25017 -2.48787 -0.63992 -0.047 -0.488 -0.131
H -1.87019 -1.93816 -1.13968 0.213 0.223 -0.200
H -1.72543 -2.59783 0.41754 0.401 -0.333 0.333
H -2.00546 0.33225 -1.17727 -0.247 -0.225 0.191
H -0.34969 0.32248 -1.62278 0.410 -0.019 0.279
H -1.35125 1.64810 0.92407 -0.311 0.460 -0.033
H -1.47249 2.40438 -0.76445 -0.477 0.305 0.552
H 0.87099 2.03638 0.69762 -0.114 0.140 -0.383
O 3.19084 0.70096 -0.26215 0.168 0.721 0.010
H 2.44650 0.16537 -0.53764 0.218 -0.246 -0.177
H 3.87995 0.13494 0.08740 -0.084 -0.331 -0.037
```
Forces are in eV/Å.

The HOMO energy is -8.474 eV. For the energy above the lowest of the compared OMol25 structures with the same formula, charge and spin, the calculation gives 35.0 kcal per mole. The frontier orbital gap comes out at 9.22 eV. The charge is 0.

Atomic partial charges in e from the Löwdin method, atoms 1 to 5: atom 1 (C): -0.093, atom 2 (N): -0.280, atom 3 (C): -0.096, atom 4 (C): -0.211, atom 5 (C): -0.240

***

# 3
# H20O10

A 10-piece molecular cluster, H20O10 overall (ωB97M-V/def2-TZVPD, the Open Molecules 2025 dataset).

```
30
Properties=species:S:1:pos:R:3:forces:R:3
O 2.24184 0.60849 -1.30868 -2.177 1.905 0.230
H 2.27383 1.56329 -1.53216 1.038 -0.503 -0.468
H 1.39474 0.78822 -0.79835 1.017 -1.254 -0.189
O -0.00919 0.57212 0.36805 -0.343 1.723 0.136
H -0.22564 0.09041 -0.42199 -0.663 -0.691 -0.735
H -0.58119 1.38571 0.34895 0.486 -1.161 0.352
O 0.70734 -3.27726 0.13004 8.309 -6.300 1.447
H 0.78045 -2.92535 0.97241 0.806 0.806 2.968
H 0.06386 -2.83693 -0.15107 -9.062 5.205 -4.475
O 1.75536 3.39747 -0.10158 3.226 -1.700 1.312
H 2.33633 4.05150 -0.46406 1.553 0.375 0.073
H 1.01182 3.74534 -0.44640 -4.798 1.354 -1.477
O -2.53963 2.17935 0.62280 1.647 2.290 -1.151
H -2.74884 2.77095 -0.13194 0.494 -0.013 0.749
H -3.23577 1.59019 0.52601 -2.114 -2.147 0.308
O 3.61866 0.92250 0.98579 -3.001 11.484 0.253
H 3.92764 0.16885 1.10498 3.821 -10.769 1.010
H 2.89776 1.02398 0.38869 -0.333 -0.782 -0.801
O -2.21391 -1.46619 1.49254 -4.864 1.711 -2.318
H -2.72001 -0.66186 0.98978 2.934 -2.893 2.276
H -1.33681 -1.32853 1.76858 1.823 1.195 0.347
O 0.68526 -1.35592 2.19628 4.119 2.296 0.519
H 0.68120 -0.65203 1.46799 -0.207 -1.107 1.329
H 1.65723 -1.11773 2.62840 -3.857 -1.091 -1.461
O -1.88961 -3.04047 -1.04435 -1.171 3.321 -1.437
H -2.84009 -3.01763 -0.69109 2.276 0.238 -0.741
H -1.68970 -2.06750 -1.55411 -1.182 -3.871 2.032
O -1.30899 -0.62220 -2.24188 -1.004 1.323 0.407
H -0.59449 -0.52613 -2.92298 -1.503 0.589 0.602
H -2.09943 0.03737 -2.18064 2.730 -1.532 -1.099
```
Forces are in eV/Å.

The HOMO energy is -9.974 eV. For the energy above the lowest of the compared OMol25 structures with the same formula, charge and spin, the calculation gives 152.1 kcal per mole. The frontier orbital gap comes out at 8.99 eV. The charge is 0.

Atomic partial charges in e from the Löwdin method, atoms 1 to 5: atom 1 (O): -0.089, atom 2 (H): 0.041, atom 3 (H): 0.008, atom 4 (O): -0.058, atom 5 (H): 0.017

***

# 4
# C3H8N4O2

One molecule with the formula C3H8N4O2 (ωB97M-V/def2-TZVPD, the Open Molecules 2025 dataset).

```
17
Properties=species:S:1:pos:R:3:forces:R:3
C -1.66299 -1.49020 -0.11551 -0.079 -1.007 1.035
C -1.91165 -0.13949 -0.60501 -0.757 0.796 1.472
C -0.16632 0.68896 1.08514 0.885 2.615 -3.124
N 1.72787 -0.80252 0.61413 -2.057 -1.667 2.460
N 0.65569 -0.50198 1.23384 0.385 -0.404 0.125
N 2.41085 -0.17625 -0.22032 1.190 3.448 -1.966
N -0.83204 0.78153 -0.22153 0.095 0.612 0.079
O 2.05839 1.17842 -0.80170 -2.951 -1.989 1.904
O 3.58466 -0.42696 -0.43514 0.460 -0.563 -0.434
H -1.87877 -1.80674 0.90270 -0.266 0.594 -0.040
H -1.18998 -2.28761 -0.60816 0.688 -0.581 -1.208
H -1.96442 -0.02846 -1.69965 -0.531 -0.294 0.487
H -2.86714 0.16307 -0.03105 1.028 0.064 -1.389
H -0.89345 0.63267 1.84616 -0.854 -0.241 0.875
H 0.32953 1.74195 1.17396 -0.135 -2.090 0.147
H -0.31360 1.14312 -1.01996 0.139 -0.253 0.811
H 2.91339 1.33051 -1.09789 2.761 0.958 -1.234
```
Forces are in eV/Å.

The HOMO energy (alpha / beta) is -8.106 / -8.717 eV. For the energy above the lowest of the compared OMol25 structures with the same formula, charge and spin, the calculation gives 220.1 kcal per mole. The frontier orbital gap (alpha / beta) comes out at 6.59 / 8.84 eV. The charge is 0.

Atomic partial charges in e from the Löwdin method, atoms 1 to 5: atom 1 (C): 0.018, atom 2 (C): -0.302, atom 3 (C): -0.246, atom 4 (N): 0.046, atom 5 (N): 0.062

***

# 5
# C5H10OS2

One molecule with the formula C5H10OS2 (ωB97M-V/def2-TZVPD, the Open Molecules 2025 dataset).

```
18
Properties=species:S:1:pos:R:3:forces:R:3
C 0.00781 -2.05583 -0.36112 0.247 -0.106 0.010
C -0.39422 -0.63541 -0.05273 -0.300 -0.445 0.083
S -2.02668 -0.23518 -0.69509 -0.166 0.121 0.130
C 0.02750 -0.03003 1.25140 0.210 0.273 0.023
O -0.82514 0.74692 2.02618 0.431 -0.158 0.071
C 0.61254 0.51207 -0.04756 -0.290 0.043 -0.074
C 0.18590 1.89638 -0.52228 0.264 -0.198 0.707
S 2.32697 0.07144 -0.32547 0.012 0.254 0.125
H 0.08297 -2.19215 -1.44336 0.126 -0.070 0.099
H -0.75730 -2.74318 0.00541 0.018 0.012 0.029
H 0.96295 -2.31479 0.11807 -0.309 0.084 -0.257
H -2.70624 -1.21423 -0.05888 0.218 0.124 -0.083
H 0.70039 -0.63659 1.85623 -0.191 0.103 -0.022
H -1.65176 0.83317 1.54534 -0.393 0.028 -0.174
H 0.95575 2.59792 -0.19666 -0.118 0.084 -0.086
H -0.75971 2.18856 -0.05676 0.156 0.006 -0.139
H 0.08675 1.96277 -1.60006 0.011 -0.109 -0.206
H 2.24554 0.03979 -1.65610 0.073 -0.046 -0.235
```
Forces are in eV/Å.

The HOMO energy is -9.180 eV. For the energy above the lowest of the compared OMol25 structures with the same formula, charge and spin, the calculation gives 15.0 kcal per mole. The frontier orbital gap comes out at 9.74 eV. The charge is 0.

Atomic partial charges in e from the Löwdin method, atoms 1 to 5: atom 1 (C): -0.120, atom 2 (C): -0.759, atom 3 (S): 0.840, atom 4 (C): -0.345, atom 5 (O): -0.009

***

| no. | E_tot (eV) |
| --- | --- |
| 1 | -180863.6129 |
| 2 | -9942.6789 |
| 3 | -20796.0190 |
| 4 | -13287.0750 |
| 5 | -29064.2686 |